Entry 1:
49
Properties=species:S:1:pos:R:3 method="wB97M-V/def2-TZVPD" molar_mass_da=1034.13 total_charge=-2 e_tot_ev=-330620.786 de_lowest_kcal_mol=10.3
Au 0.6129 -0.4174 0.3807
C -2.1868 3.2476 0.4977
C -1.2498 2.2368 1.1218
N -1.1370 1.0592 0.6202
N -1.9919 0.8065 -0.4483
C -2.3047 -0.4337 -0.6314
S -1.8587 -1.8402 0.2270
S -3.4411 -0.5069 -2.0409
C -3.1094 -2.1466 -2.7321
C -1.9580 -2.1805 -3.7015
C -2.1564 -2.5627 -5.0243
C -1.0984 -2.5995 -5.9252
C 0.1770 -2.2497 -5.5093
C 0.3870 -1.8644 -4.1897
C -0.6698 -1.8311 -3.2941
C -0.5462 2.6630 2.3707
C -1.1768 3.6954 3.0858
C -0.7188 4.1857 4.2917
C 0.4289 3.6453 4.8450
C 1.0841 2.6370 4.1759
C 0.6334 2.1364 2.9451
O 1.3619 1.1380 2.3900
H -3.1381 3.3004 1.0323
H -2.3988 2.9488 -0.5231
H -1.7251 4.2349 0.5175
H -4.0293 -2.4680 -3.2235
H -2.9197 -2.7969 -1.8736
H -3.1553 -2.8301 -5.3545
H -1.2751 -2.8958 -6.9534
H 1.0041 -2.2688 -6.2092
H 1.3725 -1.5750 -3.8435
H -0.4886 -1.5267 -2.2692
H -2.0816 4.1269 2.6885
H -1.2584 4.9832 4.7885
H 0.8197 4.0115 5.7868
H 1.9902 2.2035 4.5841
S 3.1483 -3.7155 2.7696
C 3.1144 -4.0349 1.0855
C 2.4399 -3.0515 0.4438
N 1.9389 -2.0755 1.2643
C 2.2302 -2.2912 2.5059
H 3.6016 -4.8953 0.6595
H 2.2913 -2.9475 -0.6212
H 1.9777 -1.6137 3.3075
Se 4.0066 0.1951 -0.0109
Sb 3.3582 1.5563 2.0380
Se 2.3007 0.2504 -1.6219
Se 3.3823 3.9257 1.6890
Se 4.4122 0.4314 3.8880



Entry 2:
49
Properties=species:S:1:pos:R:3 method="wB97M-V/def2-TZVPD" molar_mass_da=517.93 total_charge=0 e_tot_ev=-77438.991 smiles="O=S(=O)(N[C@H]1CC[C@@](c2cc(F)ccc2F)(S(=O)(=O)c2ccc(Cl)cc2)CC1)C(F)(F)F"
O 2.9065 3.1090 3.0625
S 3.5443 3.2677 1.7993
O 3.5976 4.5332 1.1559
N 3.1084 2.1038 0.7371
H 2.7918 2.4739 -0.1462
C 2.3356 0.9759 1.2390
C 2.5943 -0.2574 0.3693
C 1.6428 -0.3074 -0.8232
H 1.9461 -1.1231 -1.4754
C 0.1804 -0.4630 -0.3859
C -0.4291 -1.8071 -0.6539
C -0.1012 -2.4918 -1.8260
C -0.6920 -3.7010 -2.1359
C -1.6369 -4.2952 -1.3187
C -1.9992 -3.6205 -0.1709
C -1.4137 -2.4039 0.1377
F -1.8729 -1.8101 1.2629
H -2.7440 -4.0171 0.5001
H -2.0759 -5.2425 -1.5843
F -0.3346 -4.3168 -3.2755
H 0.5846 -2.0709 -2.5411
C -0.0228 0.0808 1.0263
H 0.2227 -0.6932 1.7568
C 0.8403 1.3115 1.2912
H 0.6155 2.0637 0.5343
H 0.5961 1.7342 2.2656
H -1.0691 0.3509 1.1704
S -0.7680 0.6527 -1.5700
O -0.6223 0.1115 -2.8930
O -0.3410 2.0136 -1.3723
C -2.4922 0.5029 -1.0776
C -3.0269 1.3907 -0.1618
C -4.3323 1.2254 0.2660
C -5.0806 0.1668 -0.2328
C -4.5479 -0.7124 -1.1673
C -3.2424 -0.5397 -1.5903
H -2.8027 -1.1912 -2.3285
H -5.1495 -1.5189 -1.5551
Cl -6.6992 -0.0531 0.3062
H -4.7680 1.9061 0.9797
H -2.4237 2.2127 0.1906
H 1.7282 0.6182 -1.3967
H 3.6247 -0.2284 0.0150
H 2.4727 -1.1589 0.9703
H 2.7219 0.8017 2.2458
C 5.3304 2.7210 2.0598
F 5.9727 2.7081 0.8947
F 5.3447 1.4788 2.5465
F 5.9858 3.5088 2.8994



Entry 3:
49
Properties=species:S:1:pos:R:3 method="wB97M-V/def2-TZVPD" molar_mass_da=599.33 total_charge=+3 e_tot_ev=-55283.964
C 3.0404 -1.1955 2.1712
C 3.1151 0.1201 1.3433
N 3.1027 -0.1193 -0.1602
C 1.7691 -0.4209 -0.5248
C 0.7261 0.3364 -0.8948
C 0.9054 1.7962 -0.9987
C 0.9334 2.4094 -2.2408
C 1.1190 3.7638 -2.2696
C 1.2680 4.4379 -1.0696
N 1.2103 3.8665 0.1187
C 1.0249 2.5580 0.1443
C -0.5331 -0.3346 -1.1642
C -1.6904 0.5710 -1.4680
C -2.6439 0.5862 -0.2854
O -1.7925 0.6472 0.8651
C -2.3206 1.2441 1.9983
C -3.5668 0.6557 2.5634
O -1.7240 2.1625 2.4765
C -0.6374 -1.6949 -1.1123
C -1.9001 -2.4840 -1.4197
F -1.5105 -3.5966 -2.0676
F -2.7289 -1.8453 -2.2319
C -2.6492 -2.9571 -0.1145
F -2.1678 -2.2994 0.9444
F -2.4135 -4.2367 0.0865
F -3.9364 -2.7737 -0.2256
C 0.5074 -2.4587 -0.7509
N 0.6265 -3.7865 -0.6226
S 2.0720 -4.1810 -0.2027
N 2.7509 -2.6545 -0.1388
C 1.7092 -1.8208 -0.4538
H 3.6896 -1.9814 1.7776
H 2.0433 -1.5924 2.2623
H 3.3592 -0.9685 3.1872
H 3.9871 0.7165 1.6083
H 2.2025 0.6108 1.6610
H 3.5134 0.7264 -0.5562
H 0.8372 1.8379 -3.1475
H 1.1699 4.2949 -3.1997
H 1.4394 5.4993 -1.0899
H 0.9425 2.0987 1.1170
H -1.3651 1.5873 -1.6089
H -2.1874 0.2751 -2.3789
H -3.3200 1.4285 -0.3638
H -3.2523 -0.3119 -0.2428
H -3.6225 0.9558 3.5967
H -3.5444 -0.4243 2.4997
H -4.4230 1.0230 2.0101
La 4.8655 -2.0713 0.5727



Entry 4:
43
Properties=species:S:1:pos:R:3 method="wB97M-V/def2-TZVPD" molar_mass_da=352.37 total_charge=0 e_tot_ev=-32742.555 de_lowest_kcal_mol=218.4 smiles="O=C(O)Cc1cc(-c2cccnc2)cc2nc(F)cnc12.CCCC#N"
O 3.4090 -0.7082 -0.0381
C 3.3396 -0.3050 1.1502
O 4.5610 0.2038 1.7294
C 2.0133 -0.2618 2.0436
C 0.9110 0.7924 1.5530
C -0.5665 0.2580 1.4943
C -1.7296 1.2119 1.0471
C -3.2335 0.6594 1.0397
C -4.4115 1.6951 1.1981
C -5.8743 1.0957 1.2157
C -5.9969 -0.4478 1.0794
N -4.9443 -1.4057 0.9183
C -3.6297 -0.8405 0.9246
C -1.3710 2.6653 0.6584
C 0.1030 3.2594 0.6973
N 0.2478 4.6322 0.2846
C 1.6240 4.9702 0.3858
F 1.9772 6.3068 -0.0279
C 2.7926 4.0762 0.8917
N 2.5940 2.7245 1.2948
C 1.2237 2.3008 1.1731
H 4.3865 0.4614 2.6739
H 1.5379 -1.3169 1.9643
H 2.1952 -0.0899 3.1640
H -0.8135 -0.8195 1.7779
H -4.2678 2.8211 1.3076
H -6.7701 1.8140 1.3240
H -7.0742 -0.8688 1.0770
H -2.7530 -1.5858 0.8046
H -2.2227 3.3676 0.3374
H 3.8570 4.5138 0.9164
C 2.4324 -4.4439 -3.4482
C 1.4295 -3.3503 -3.8008
C 1.1964 -2.3642 -2.6538
C 0.6507 -3.0913 -1.4563
N 0.2201 -3.6645 -0.5117
H 2.0787 -5.0632 -2.6197
H 2.5888 -5.1058 -4.3037
H 3.3992 -4.0141 -3.1688
H 0.4814 -3.8175 -4.0870
H 1.7943 -2.8017 -4.6743
H 0.4828 -1.5945 -2.9593
H 2.1312 -1.8688 -2.3764



Entry 5:
41
Properties=species:S:1:pos:R:3 method="wB97M-V/def2-TZVPD" molar_mass_da=319.36 total_charge=0 e_tot_ev=-28544.669 de_lowest_kcal_mol=32.9 smiles="COc1ccc(Nc2ncccc2C(=O)Nc2ccccc2)cc1"
C -3.9013 -2.3604 0.2649
H -3.8069 -3.4499 0.2041
O -3.0389 -1.7134 -0.6383
C -1.6957 -1.8283 -0.4446
C -0.8924 -1.0769 -1.3029
C 0.4776 -1.0924 -1.1689
C 1.0826 -1.8515 -0.1672
C 0.2861 -2.6410 0.6493
C -1.0910 -2.6310 0.5164
H -1.6807 -3.2422 1.1808
H 0.7466 -3.2480 1.4136
N 2.4733 -1.8152 0.0039
C 3.2438 -0.6947 -0.0055
N 4.5374 -0.8881 -0.2586
C 5.3398 0.1575 -0.3310
C 4.9096 1.4645 -0.1813
C 3.5744 1.6728 0.1419
C 2.7167 0.5924 0.2582
C 1.3322 0.7595 0.7940
O 0.9627 0.2060 1.8073
N 0.5723 1.6167 0.0487
C -0.8077 1.8309 0.1109
C -1.6178 1.2456 1.0787
C -2.9826 1.4643 1.0523
C -3.5544 2.2651 0.0789
C -2.7478 2.8553 -0.8794
C -1.3837 2.6396 -0.8667
H -0.7564 3.0946 -1.6218
H -3.1823 3.4827 -1.6438
H -4.6212 2.4293 0.0651
H -3.6062 1.0031 1.8039
H -1.1742 0.6193 1.8339
H 1.0250 2.0346 -0.7535
H 3.2105 2.6710 0.3458
H 5.5957 2.2904 -0.2738
H 6.3790 -0.0731 -0.5256
H 2.9808 -2.6860 0.0521
H 1.0950 -0.5143 -1.8417
H -1.3727 -0.4811 -2.0629
H -3.7184 -2.0363 1.2941
H -4.9085 -2.0713 -0.0311



Entry 6:
43
Properties=species:S:1:pos:R:3 method="wB97M-V/def2-TZVPD" molar_mass_da=383.50 total_charge=0 e_tot_ev=-50211.244 de_lowest_kcal_mol=115.0
O -1.5706 -3.7373 0.0577
N 1.1954 4.9739 2.7487
N -1.1589 2.1966 1.5939
O -0.8829 4.6074 3.1489
S -2.7257 0.0613 0.9533
C 0.2319 4.1715 2.4588
C 0.7321 5.9479 3.4851
C -0.5147 5.8139 3.6482
C -0.4681 -1.0682 0.1261
C -1.8430 -1.2700 0.2562
C -1.1976 1.0114 1.0627
C 0.0550 2.8670 1.6603
C 4.6991 -0.6937 -1.2068
C 4.6486 -0.5542 0.1568
C 3.5133 -0.4686 -1.9636
C 3.5244 -0.0030 0.6498
C 2.3250 -0.0589 -1.4125
C 1.2148 2.2801 1.0758
C -0.0622 0.2611 0.5842
C 2.3297 0.3400 -0.0558
C 1.1623 0.9927 0.5696
N 0.4115 -2.0576 -0.3029
S -2.7242 -2.8048 0.0232
C -2.7487 -4.0231 -2.6200
C -4.7506 -2.5497 -2.1535
C -3.2373 -2.6728 -1.7720
H 1.3117 6.8313 3.7824
H -1.0990 6.4175 4.4398
H 5.6409 -1.0169 -1.6615
H 5.5202 -0.7721 0.7335
H 3.5031 -0.8299 -2.9896
H 3.6741 0.1087 1.7380
H 1.4956 -0.0308 -2.1604
H 2.2016 2.6920 1.2801
H 0.0601 -3.0513 -0.3381
H 1.3721 -1.8687 -0.1066
H -2.8490 -3.7769 -3.6396
H -1.6931 -4.1684 -2.4493
H -3.3271 -4.9016 -2.3001
H -5.1602 -1.8714 -1.3934
H -5.3292 -3.4696 -2.2519
H -4.6750 -2.0745 -3.1859
H -2.8052 -1.7803 -2.2697



Entry 7:
42
Properties=species:S:1:pos:R:3 method="wB97M-V/def2-TZVPD" molar_mass_da=339.35 total_charge=0 e_tot_ev=-31707.215 de_lowest_kcal_mol=7.8 smiles="CC(=O)COC(=O)c1cccc(N2C(=O)[C@@H]3[C@H](C2=O)[C@H]2C=C[C@@H]3C2)c1"
C -6.7484 -0.9323 0.6544
C -6.8991 0.4235 0.0329
O -7.9523 0.9847 -0.1142
C -5.6046 1.0797 -0.4223
H -5.6626 1.2850 -1.4993
H -5.4976 2.0518 0.0763
O -4.4788 0.2626 -0.1425
C -3.2894 0.7469 -0.5427
O -3.1683 1.8033 -1.1085
C -2.1683 -0.1675 -0.2142
C -0.8738 0.2872 -0.4434
C 0.2026 -0.5392 -0.1623
C -0.0070 -1.8196 0.3374
C -1.2989 -2.2678 0.5532
C -2.3806 -1.4493 0.2857
H -3.3869 -1.7970 0.4556
H -1.4583 -3.2639 0.9371
H 0.8344 -2.4617 0.5445
N 1.5221 -0.0760 -0.3898
C 1.9629 1.1823 0.0094
O 1.2975 1.9834 0.6047
C 3.4115 1.3141 -0.4030
C 3.7630 -0.0126 -1.0767
C 2.4981 -0.8381 -1.0201
O 2.3376 -1.9546 -1.4320
H 4.1098 0.0604 -2.1079
C 4.8684 -0.5966 -0.1507
C 6.0483 0.3277 -0.3282
C 5.7444 1.4803 0.2547
H 6.3204 2.3859 0.2834
C 4.3564 1.3460 0.8320
H 4.0631 2.0698 1.5867
C 4.3679 -0.1363 1.2234
H 5.0820 -0.3496 2.0167
H 3.3915 -0.5313 1.5010
H 6.9297 0.0739 -0.8863
H 5.0468 -1.6576 -0.2999
H 3.5391 2.2030 -1.0216
H -0.7297 1.2834 -0.8309
H -6.0863 -0.8625 1.5145
H -6.2877 -1.6067 -0.0642
H -7.7190 -1.3150 0.9567



Entry 8:
40
Properties=species:S:1:pos:R:3 method="wB97M-V/def2-TZVPD" molar_mass_da=339.49 total_charge=0 e_tot_ev=-45187.543 de_lowest_kcal_mol=0.0 smiles="Cc1ccc(SCC(=O)c2sc(-c3ccccc3)nc2C)cc1"
C -6.1141 -1.0354 1.8286
C -4.9675 -0.9460 0.8683
C -4.2510 -2.0837 0.5103
C -3.1822 -2.0030 -0.3571
C -2.8053 -0.7733 -0.8888
C -3.5071 0.3696 -0.5425
C -4.5771 0.2721 0.3310
H -5.1162 1.1705 0.5952
H -3.2368 1.3390 -0.9271
S -1.4310 -0.8146 -2.0087
C -1.1481 0.9231 -2.4875
C -0.6268 1.7591 -1.3360
O -1.2627 2.7066 -0.9142
C 0.6473 1.3683 -0.7763
C 1.2691 1.9352 0.3299
N 2.4568 1.3964 0.6403
C 2.8110 0.4368 -0.1594
C 4.0453 -0.3013 -0.0433
C 4.3514 -1.3442 -0.9185
C 5.5402 -2.0337 -0.7869
C 6.4357 -1.6936 0.2154
C 6.1379 -0.6592 1.0896
C 4.9519 0.0357 0.9656
H 4.7024 0.8432 1.6354
H 6.8356 -0.3955 1.8705
H 7.3643 -2.2355 0.3154
H 5.7710 -2.8399 -1.4671
H 3.6507 -1.6086 -1.6976
S 1.6434 0.1008 -1.4184
C 0.7219 3.0447 1.1465
H -0.2750 2.7920 1.5036
H 0.6230 3.9419 0.5371
H 1.3844 3.2377 1.9851
H -2.0726 1.3461 -2.8805
H -0.4027 0.8578 -3.2814
H -2.6294 -2.8880 -0.6352
H -4.5349 -3.0441 0.9160
H -6.6564 -1.9693 1.6972
H -5.7450 -1.0033 2.8545
H -6.8018 -0.2044 1.6911



Entry 9:
41
Properties=species:S:1:pos:R:3 method="wB97M-V/def2-TZVPD" molar_mass_da=592.68 total_charge=0 e_tot_ev=-110950.985 multiplicity=5 s2=6.037 de_lowest_kcal_mol=0.0
Os -0.1023 -0.4654 -0.7461
C 0.6904 3.7853 -2.1363
C 0.7822 2.3103 -1.8334
S -0.0131 1.7921 -0.3841
C 1.4895 1.4481 -2.6228
C 2.2103 1.9070 -3.8611
S 1.7199 -0.2282 -2.2084
H 0.0806 4.2937 -1.3926
H 0.2367 3.9562 -3.1140
H 1.6798 4.2467 -2.1432
H 1.7954 2.8325 -4.2555
H 2.1567 1.1446 -4.6368
H 3.2680 2.0746 -3.6420
C 3.7166 -2.4741 0.1575
C 3.7666 -1.5185 1.1746
C 2.6098 -1.1122 1.8093
C 1.3727 -1.6440 1.4279
C 1.3370 -2.6320 0.4381
C 2.5078 -3.0378 -0.1992
C 0.1065 -1.1371 1.9898
C -0.8552 -0.7063 1.1455
C -2.1334 -0.1205 1.5972
C -2.1940 0.6392 2.7683
C -3.3888 1.2057 3.1823
C -4.5433 1.0242 2.4315
C -4.4903 0.2816 1.2606
C -3.2929 -0.2779 0.8418
H 4.6273 -2.7811 -0.3396
H 4.7170 -1.0864 1.4599
H 2.6460 -0.3529 2.5812
H 0.3979 -3.1290 0.2275
H 2.4592 -3.7974 -0.9687
H 0.0027 -1.0936 3.0728
H -1.2929 0.8047 3.3461
H -3.4177 1.7955 4.0895
H -5.4774 1.4641 2.7556
H -5.3846 0.1349 0.6691
H -3.2625 -0.8660 -0.0665
Se -1.0846 -2.2195 -2.2659
C -2.3357 -2.9775 -1.1512
N -3.1074 -3.4833 -0.4588



Entry 10:
47
Properties=species:S:1:pos:R:3 method="wB97M-V/def2-TZVPD" molar_mass_da=435.89 total_charge=0 e_tot_ev=-58060.708 de_lowest_kcal_mol=21.1 smiles="Cc1onc(-c2ccccc2Cl)c1C(=O)N[C@@H]1C(=O)N2[C@@H]1SC(C)(C)[C@@H]2C(=O)O"
C 0.6871 3.0956 0.0478
C 1.9662 2.3473 -0.0104
C 2.3034 1.0435 0.2616
C 3.7128 1.0035 0.0186
N 4.1370 2.1793 -0.3623
O 3.0706 3.0124 -0.3790
C 4.5934 -0.1509 0.1547
C 5.7969 -0.0232 0.8418
C 6.6283 -1.1126 1.0166
C 6.2683 -2.3471 0.5019
C 5.0865 -2.4882 -0.2036
C 4.2567 -1.3941 -0.3778
Cl 2.8190 -1.5865 -1.3188
H 4.8048 -3.4419 -0.6220
H 6.9098 -3.2038 0.6422
H 7.5558 -1.0002 1.5569
H 6.0602 0.9445 1.2391
C 1.4870 -0.0528 0.8164
O 1.8758 -0.8032 1.6837
N 0.2366 -0.1275 0.2779
C -0.7172 -1.0839 0.7264
H -0.2137 -1.7416 1.4405
C -2.0956 -0.5498 1.1995
N -2.7229 -1.4105 0.2293
C -1.5414 -1.8007 -0.3618
O -1.3152 -2.4346 -1.3483
C -3.9418 -0.9361 -0.3557
C -5.0928 -1.1797 0.6132
O -5.0050 -1.1565 1.8077
O -6.2273 -1.4293 -0.0401
H -6.9580 -1.5860 0.5806
H -4.1429 -1.4639 -1.2912
C -3.7247 0.5841 -0.6291
C -3.0528 0.7742 -1.9838
H -2.7330 1.8077 -2.0974
H -2.1835 0.1271 -2.0868
H -3.7521 0.5384 -2.7840
C -5.0045 1.3991 -0.5316
H -4.7998 2.4358 -0.7884
H -5.4044 1.3736 0.4797
H -5.7515 1.0076 -1.2197
S -2.5520 1.1513 0.7047
H -2.3880 -0.7098 2.2363
H -0.0373 0.5136 -0.4497
H 0.2101 3.1079 -0.9327
H 0.0060 2.6421 0.7634
H 0.8853 4.1259 0.3336



Entry 11:
40
Properties=species:S:1:pos:R:3 method="wB97M-V/def2-TZVPD" molar_mass_da=311.81 total_charge=0 e_tot_ev=-36039.615 de_lowest_kcal_mol=365.5
C 0.9284 -3.6330 3.1958
C 0.7068 -2.2410 2.8190
C 1.7445 -1.7524 2.0842
C 1.6005 -0.3485 1.5410
C 0.3146 0.4780 1.7889
C -0.4547 -0.0809 2.5123
C -0.2658 -1.3057 2.9038
H -1.2436 -2.0036 3.5624
H -1.3979 0.3123 2.7989
C 0.4334 1.8576 1.3101
C -0.4515 2.5386 1.9295
C -2.0252 2.1599 1.5155
O -3.1260 2.7162 2.3079
C -2.1156 1.5004 0.4311
C -1.3026 1.2268 -0.5089
N -1.3333 0.5710 -1.6280
C -0.6783 0.3353 -2.6437
C -0.7455 -1.0043 -3.2849
C -0.0622 -1.5687 -4.2266
C 1.0123 -0.5475 -4.8733
C 0.9663 0.6446 -4.3656
C 0.4784 1.0493 -3.2961
H 0.4788 1.9911 -2.7992
H 1.9224 1.4323 -4.7727
Cl 1.7184 -1.2949 -6.2280
H -0.1817 -2.4445 -4.7047
H -1.6114 -1.6241 -2.8624
H -2.2639 -0.1708 -1.4570
C 0.2899 1.8652 -0.3052
H 0.3402 2.8729 -0.5966
H 0.9358 1.0197 -0.7003
H -3.3016 1.1409 0.1543
H -0.4170 3.7143 1.6398
H -0.5407 2.8050 2.9829
H 1.4346 2.3289 1.3891
H 2.5765 -0.0802 0.9978
H 2.4793 -2.3513 1.6620
H 1.7896 -3.6182 4.0116
H 1.2982 -4.3472 2.3367
H 0.0696 -4.1437 3.3787